Record 1
Computed, not measured: a molecular structure, C3H8N4O at a distorted geometry, with ωB97M-V/def2-TZVPD.

```
16
Properties=species:S:1:pos:R:3
C -0.4593 0.3583 0.5375
C -0.9273 -1.8692 0.1694
C 0.6048 -1.5272 -0.0633
H 1.0391 2.8262 1.2945
H -0.5475 3.5438 0.6078
H -1.1325 -2.6713 0.8101
H -1.4210 -1.8698 -0.7695
H 1.0483 -2.2101 -0.7523
H 0.9901 -1.9623 0.8893
H -0.2489 0.6809 -1.6288
H 1.4631 1.1034 -1.6437
N 0.0827 2.5198 0.5015
N -0.6975 1.5125 0.8585
N 0.7122 -0.1128 -0.1550
N 0.8228 0.2609 -1.5528
O -1.3292 -0.5830 0.8966
```

The lowest unoccupied orbital energy comes out at 0.9 eV. The value obtained for the frontier orbital gap is 0.3342 Ha. The spin multiplicity is 1. The relative energy (zero: lowest compared OMol25 entry of this formula, charge and spin) is 142.3 kcal per mole.

---

Record 2
Computed, not measured: 11 unconnected molecules or ions with the total composition C66H55F11, with ωB97M-V/def2-TZVPD.

```
132
Properties=species:S:1:pos:R:3
F 0.1026 3.4858 -3.1691
C -0.3501 2.9326 -4.3202
C 0.5363 2.1572 -5.0517
C 0.0907 1.5379 -6.2088
C -1.2114 1.7552 -6.6363
C -2.0538 2.6042 -5.9235
C -1.6032 3.2462 -4.7768
H 1.5543 2.0588 -4.6990
H 0.7577 0.9615 -6.8351
H -1.6153 1.2122 -7.4809
H -3.0710 2.7097 -6.2773
H -2.2467 3.8798 -4.1782
F 7.1457 -5.1527 3.1382
C 6.1246 -4.2982 3.3559
C 5.8679 -3.3251 2.4062
C 4.8607 -2.4058 2.6452
C 4.0875 -2.5239 3.7888
C 4.4027 -3.4655 4.7562
C 5.4016 -4.3981 4.5305
H 6.4769 -3.3381 1.5100
H 4.5894 -1.6907 1.8785
H 3.2599 -1.8562 3.9800
H 3.8178 -3.4783 5.6677
H 5.6933 -5.1410 5.2614
F 1.6980 -2.2109 6.9327
C 0.8834 -3.0945 6.3047
C 0.6791 -4.3332 6.8681
C -0.1351 -5.2367 6.1963
C -0.6971 -4.8965 4.9743
C -0.4529 -3.6541 4.4110
C 0.3371 -2.7371 5.0927
H 1.1491 -4.6253 7.7983
H -0.2827 -6.2288 6.6001
H -1.3285 -5.6222 4.4767
H -0.9892 -3.3254 3.5302
H 0.5537 -1.7498 4.7018
F 1.7992 -1.0200 -5.0489
C 2.5581 -1.1887 -3.9459
C 2.5849 -2.4298 -3.3442
C 3.3732 -2.6086 -2.2148
C 4.1427 -1.5608 -1.7220
C 4.0868 -0.3159 -2.3322
C 3.2928 -0.1288 -3.4567
H 2.1030 -3.2755 -3.8192
H 3.4607 -3.5851 -1.7567
H 4.7088 -1.6835 -0.8067
H 4.6221 0.5443 -1.9518
H 3.2119 0.8444 -3.9238
F -0.4437 0.0196 3.0947
C 0.0074 0.3645 1.8715
C 1.3323 0.1133 1.5645
C 1.7827 0.4019 0.2918
C 0.9458 0.9682 -0.6488
C -0.3566 1.2905 -0.2813
C -0.8324 0.9943 0.9841
H 2.0168 -0.2774 2.3058
H 2.8350 0.2655 0.0812
H 1.2867 1.2017 -1.6482
H -0.9815 1.8325 -0.9818
H -1.8418 1.2099 1.3091
F -1.8579 -2.0697 -5.1755
C -2.7209 -1.2319 -4.5563
C -4.0628 -1.3360 -4.8718
C -4.9710 -0.5016 -4.2367
C -4.5005 0.4218 -3.3106
C -3.1425 0.5269 -3.0267
C -2.2288 -0.3193 -3.6486
H -4.3530 -2.1277 -5.5520
H -6.0352 -0.6134 -4.3912
H -5.1620 1.0993 -2.7820
H -2.7673 1.2084 -2.2762
H -1.1653 -0.2595 -3.4548
F -1.7009 -2.2154 1.5388
C -1.6968 -2.7572 0.2942
C -0.7136 -2.3570 -0.5880
C -0.7854 -2.8655 -1.8744
C -1.7834 -3.7465 -2.2611
C -2.7430 -4.1268 -1.3342
C -2.7034 -3.6377 -0.0369
H 0.0199 -1.6177 -0.2982
H 0.0020 -2.6281 -2.5812
H -1.8817 -4.0351 -3.2986
H -3.5401 -4.8110 -1.5993
H -3.4511 -3.9119 0.6944
F -3.6409 3.0940 0.4201
C -4.6823 3.6400 -0.2460
C -5.7806 4.0549 0.4768
C -6.8767 4.5559 -0.2100
C -6.8628 4.6393 -1.5933
C -5.7317 4.2666 -2.2955
C -4.6242 3.7502 -1.6164
H -5.7909 4.0128 1.5576
H -7.7641 4.8365 0.3408
H -7.7518 4.9516 -2.1264
H -5.6663 4.3396 -3.3733
H -3.7494 3.4031 -2.1490
F 3.8747 0.7698 3.7483
C 3.9336 1.1118 5.0598
C 4.6973 2.1939 5.4288
C 4.8408 2.4724 6.7833
C 4.2480 1.6593 7.7339
C 3.4775 0.5869 7.3290
C 3.3015 0.3077 5.9799
H 5.1250 2.8501 4.6829
H 5.4237 3.3435 7.0540
H 4.3842 1.8882 8.7826
H 3.0467 -0.0559 8.0862
H 2.7775 -0.5888 5.6913
F 3.9926 2.5440 -0.3699
C 4.2272 3.3309 -1.4438
C 5.4784 3.8774 -1.6122
C 5.7490 4.5710 -2.7838
C 4.7675 4.7421 -3.7463
C 3.5083 4.1694 -3.5522
C 3.2332 3.4727 -2.3860
H 6.2318 3.7787 -0.8421
H 6.7269 5.0066 -2.9443
H 4.9505 5.3285 -4.6366
H 2.7063 4.3581 -4.2552
H 2.2455 3.0703 -2.2140
F -8.4844 0.1107 0.5551
C -7.1451 -0.0475 0.4881
C -6.6086 -0.7911 -0.5416
C -5.2269 -0.9425 -0.5860
C -4.4159 -0.3342 0.3599
C -4.9801 0.4638 1.3415
C -6.3582 0.5728 1.4386
H -7.2765 -1.1869 -1.2963
H -4.7970 -1.6514 -1.2835
H -3.3512 -0.5031 0.2799
H -4.3368 1.0064 2.0218
H -6.8289 1.1532 2.2219
```

The lowest unoccupied orbital energy comes out at 0.7 eV. As for the SMILES: Fc1ccccc1.Fc1ccccc1.Fc1ccccc1.Fc1ccccc1.Fc1ccccc1.Fc1ccccc1.Fc1ccccc1.Fc1ccccc1.Fc1ccccc1.Fc1ccccc1.Fc1ccccc1. The value obtained for the frontier orbital gap is 0.3521 Ha. The spin multiplicity is 1. The relative energy (zero: lowest compared OMol25 entry of this formula, charge and spin) is 0.0 kcal per mole.